65
Properties=species:S:1:pos:R:3:nbo_charge:R:1 method="wB97M-V/def2-TZVPD" homo_ha="-0.6141 / -0.6141" multiplicity=3 homo_lumo_gap_ha="0.231 / 0.233" de_lowest_kj_mol=193.2 charge=+3
Tm 0.15 -0.11 0.30 1.710
P -1.53 1.98 1.31 0.698
P -2.18 -1.51 2.06 0.729
P 1.96 1.98 -0.26 0.680
H -0.88 -3.40 0.28 0.220
C 0.03 -3.07 -0.21 -0.366
C 1.12 -2.85 0.56 -0.438
H 1.19 -3.24 1.57 0.247
C -2.67 2.16 -0.12 -0.921
C -2.76 2.13 2.67 -0.910
C -0.88 3.70 1.41 -0.917
C -2.06 -3.34 2.42 -0.892
C -2.46 -1.06 3.85 -0.910
C -3.95 -1.44 1.50 -0.914
C 3.61 1.32 -0.65 -0.925
C 2.61 3.33 0.80 -0.905
C 1.64 3.03 -1.73 -0.918
H -0.01 -3.11 -1.27 0.245
H 2.08 -2.40 0.24 0.221
H -3.33 3.03 0.03 0.283
H -3.27 1.24 -0.22 0.250
H -2.08 2.28 -1.03 0.239
H -3.26 3.12 2.65 0.280
H -2.26 2.04 3.64 0.248
H -3.53 1.35 2.63 0.249
H -1.70 4.41 1.65 0.276
H -0.40 3.98 0.47 0.243
H -0.13 3.75 2.20 0.249
H -3.07 -3.75 2.53 0.269
H -1.52 -3.46 3.36 0.251
H -1.54 -3.89 1.65 0.216
H -3.36 -1.58 4.20 0.273
H -2.60 0.02 3.98 0.236
H -1.59 -1.41 4.43 0.236
H -4.49 -2.21 2.08 0.263
H -3.99 -1.68 0.43 0.247
H -4.40 -0.46 1.71 0.245
H 3.98 1.81 -1.56 0.271
H 3.63 0.23 -0.81 0.238
H 4.32 1.50 0.16 0.272
H 3.25 4.02 0.22 0.278
H 3.22 2.94 1.62 0.253
H 1.84 3.94 1.29 0.248
H 2.56 3.09 -2.31 0.269
H 1.32 4.04 -1.44 0.267
H 0.87 2.66 -2.37 0.246
C 1.17 -1.28 -4.01 -0.172
C 0.54 -0.74 -5.18 -0.187
C 1.05 -1.04 -6.47 -0.200
C 2.03 -2.06 -6.67 -0.113
C 2.35 -2.85 -5.54 -0.210
C 1.86 -2.52 -4.25 -0.183
S 1.29 -0.39 -2.36 0.115
H -0.12 -0.44 -1.69 -0.082
H -0.32 -0.07 -5.04 0.239
H 0.73 -0.51 -7.40 0.266
H 2.48 -2.27 -7.70 0.274
H 3.00 -3.71 -5.69 0.259
H 1.99 -3.24 -3.42 0.234
C 1.73 -0.93 3.34 -0.238
O 0.74 -0.19 2.49 -0.833
H 2.44 -1.39 2.64 0.208
H 1.16 -1.64 3.95 0.219
H 2.23 -0.22 4.00 0.233
H 0.19 0.35 3.10 0.536